(1)
The following is a DFT calculation (ωB97M-V/def2-TZVPD) of a gas-phase ion, C5H15NP (charge +1).

Structure (XYZ):
```
22
Properties=species:S:1:pos:R:3:forces:R:3
C -2.164063 1.027922 0.137818 0.4 0.4 3.4
C -0.809207 1.319493 -0.476468 0.5 -1.6 1.0
P 0.585631 0.195763 0.053708 1.0 -0.5 -1.4
C 2.287119 -0.286349 -1.238938 -1.9 3.4 1.7
C 1.272067 0.847136 1.532175 0.2 -1.6 1.4
N -0.185222 -1.164569 0.546445 0.4 0.3 0.6
C -0.930339 -2.033479 -0.373035 2.5 0.7 -0.8
H -2.896572 1.789219 -0.179198 0.4 -0.4 -0.1
H -2.477617 0.020381 -0.095826 -0.4 0.1 0.1
H -2.059684 1.143231 1.298875 -0.6 -0.4 -2.0
H -0.498032 2.281808 -0.185569 0.5 1.4 -0.5
H -1.021712 1.114774 -1.466890 0.5 0.6 -2.6
H 3.262977 -0.460918 -0.714453 -1.4 -0.3 -0.2
H 2.337202 0.688193 -1.783585 0.2 -1.0 0.1
H 1.779058 -1.014581 -1.811612 0.3 -1.1 -0.7
H 0.407397 0.956822 2.238979 1.0 0.5 -0.4
H 1.914505 1.682892 1.307206 -0.2 0.6 0.3
H 1.957307 0.040343 1.947345 -0.8 0.9 -0.4
H 0.404966 -1.560310 1.273157 -0.6 -0.8 -0.2
H -1.438468 -1.437471 -1.089226 -1.4 0.8 0.0
H -0.212582 -2.427829 -1.096162 0.0 -1.3 0.5
H -1.514726 -2.722464 0.175264 -0.6 -0.7 0.1
```
Positions in Å, forces in eV/Å.

- Kohn-Sham gap: 10.62 eV
- Charge: +1
- E_tot: -595.32569 hartree
- Energy relative to the best compared isomer or geometry (same formula, charge and spin): 45.8 kJ/mol

---

(2)
The following is a DFT calculation (ωB97M-V/def2-TZVPD) of 11 unconnected molecules or ions with the total composition C55H55N11.

Structure (XYZ):
```
121
Properties=species:S:1:pos:R:3:forces:R:3
C 3.591016 3.223495 4.152914 -2.4 -0.3 -0.5
C 3.334147 3.608123 2.833134 0.5 0.2 0.2
C 4.460727 3.788933 2.032077 -1.4 -0.4 1.2
N 5.674429 3.551002 2.487011 1.2 0.7 -2.0
C 5.884004 3.148195 3.695189 1.3 -0.3 1.6
C 4.842820 2.955840 4.579553 0.9 -0.7 0.9
H 2.740018 3.026863 4.810633 0.3 0.2 -0.1
H 2.315400 3.744483 2.469564 0.3 0.1 0.0
H 4.356803 4.115035 1.029609 0.0 0.2 -1.0
H 6.948879 3.026954 4.025388 -1.0 -0.1 -0.4
H 4.990154 2.491451 5.548233 0.2 0.3 0.1
C 1.484201 0.193713 5.497366 0.6 0.6 0.1
C 1.056218 -0.306061 6.703202 -1.5 0.3 0.3
C -0.291557 -0.167112 7.087045 0.6 0.6 -1.5
N -1.186834 0.470080 6.316352 1.2 1.0 -0.9
C -0.675957 1.074003 5.192083 -0.7 0.0 -0.3
C 0.630412 0.923191 4.696261 -1.2 0.8 0.2
H 2.531538 0.193646 5.281964 0.5 -0.4 -0.3
H 1.743316 -0.694152 7.405322 0.7 -0.6 0.5
H -0.622136 -0.497774 8.048763 -0.3 -0.4 0.3
H -1.339113 1.774624 4.615657 0.3 -1.0 0.8
H 0.936797 1.491592 3.784542 -0.2 -0.8 0.8
C 3.164480 -2.698192 1.309009 -0.4 -1.1 -0.6
C 3.122581 -1.289032 1.193360 0.3 -1.5 -0.2
C 3.583424 -0.622969 2.294181 -1.1 -1.4 0.9
N 3.889893 -1.184670 3.506488 0.2 2.9 -1.6
C 3.979304 -2.453261 3.536289 0.4 -3.1 -1.6
C 3.666710 -3.329761 2.435319 -0.5 2.2 0.7
H 2.779660 -3.372985 0.520130 0.3 0.8 0.2
H 2.770799 -0.809845 0.259941 0.3 -0.3 0.9
H 3.507446 0.398140 2.276013 0.2 2.6 0.2
H 4.456010 -2.837345 4.392778 0.0 -0.8 1.3
H 3.663208 -4.399648 2.530668 0.2 -0.2 0.1
C -6.426205 -1.247682 1.666120 -1.8 0.1 1.0
C -6.122430 -0.764809 2.924728 2.1 -0.3 -0.2
C -7.122001 -0.228689 3.675378 -0.4 -0.3 1.3
N -8.384493 -0.175117 3.278451 -0.4 -0.1 0.8
C -8.704896 -0.705815 2.104848 0.7 0.9 -0.1
C -7.765935 -1.214848 1.243030 1.7 -0.1 -0.4
H -5.759764 -1.820424 1.113020 1.5 -0.4 -1.0
H -5.098832 -0.785839 3.384529 -1.0 -0.2 -0.8
H -6.864138 -0.031299 4.730109 -0.5 0.6 -0.6
H -9.723567 -0.620489 1.838043 -1.0 -0.1 -0.3
H -7.917775 -1.537185 0.216616 -0.7 -0.2 0.3
C 3.741114 3.058302 -3.479339 -0.7 -1.4 -0.9
C 3.607837 1.671312 -3.756825 0.7 1.8 0.6
C 2.622367 1.195602 -4.549505 -0.4 0.5 0.1
N 1.750973 2.011640 -5.081505 -2.0 0.3 -1.3
C 1.779884 3.308146 -4.851614 1.2 0.0 0.1
C 2.783622 3.887729 -4.049061 -0.3 0.4 0.0
H 4.589637 3.385308 -2.896157 -0.2 0.2 0.1
H 4.270174 0.978463 -3.364872 1.4 -1.0 0.9
H 2.461559 0.163375 -4.757535 0.2 -0.7 -0.1
H 1.072193 3.884294 -5.440284 0.0 0.2 0.4
H 2.756081 4.966679 -3.882096 0.2 -0.3 0.0
C -0.852346 -1.972127 -3.117432 1.2 -0.2 0.5
C 0.088527 -0.904220 -3.124578 -1.6 0.2 -0.7
C 1.300057 -1.033390 -2.514144 0.5 -1.4 1.3
N 1.651774 -2.186422 -1.881722 1.0 0.7 -0.8
C 0.853884 -3.205054 -1.988430 -1.9 -0.5 0.1
C -0.455291 -3.161025 -2.503742 1.4 2.2 -0.8
H -1.809125 -1.886778 -3.615365 0.0 0.2 0.1
H -0.200933 0.024352 -3.615524 0.2 -0.1 0.1
H 2.090895 -0.301785 -2.425899 -0.4 0.5 -0.2
H 1.133579 -4.166411 -1.614412 0.7 -0.4 0.5
H -1.020468 -4.034213 -2.464718 -1.1 -1.2 -0.1
C -6.335627 -1.660905 -2.595826 2.5 -2.4 2.1
C -5.216721 -1.429272 -1.701374 -1.3 -1.0 -1.1
C -4.865012 -0.125739 -1.433517 -0.4 -0.8 -0.3
N -5.536917 0.953011 -1.782169 -2.2 -0.1 -1.4
C -6.647406 0.689124 -2.536458 1.4 1.0 -0.1
C -6.987221 -0.575136 -3.045627 -0.5 2.1 0.6
H -6.617052 -2.721602 -2.832486 0.2 1.3 0.0
H -4.619561 -2.223991 -1.204316 -0.6 0.4 -0.7
H -3.967334 0.009154 -0.925929 1.4 0.5 1.2
H -7.214119 1.577061 -2.871154 0.3 -0.6 0.4
H -7.827108 -0.594799 -3.685405 -0.7 -0.3 -0.7
C 6.714496 -1.424023 0.218610 -0.2 1.8 -0.1
C 5.875647 -1.744712 -0.809333 0.4 -2.3 0.4
C 4.935191 -0.887505 -1.214417 -1.7 2.5 -1.7
N 4.885772 0.409442 -0.825716 -0.5 -0.3 0.4
C 5.682132 0.788251 0.198221 -0.9 -1.1 -1.8
C 6.596779 -0.116749 0.701986 0.5 0.3 1.9
H 7.389728 -2.172164 0.539951 0.7 -0.2 0.7
H 5.838253 -2.758946 -1.175957 0.1 -0.1 -0.2
H 4.167194 -1.233101 -1.952451 0.7 0.5 0.6
H 5.504169 1.790441 0.605731 0.5 -0.4 -0.2
H 7.069031 0.270347 1.611073 0.5 -0.6 -0.3
C -0.166828 -1.489624 2.204805 0.5 -0.3 1.4
C -0.570754 -1.810494 0.932050 0.1 0.2 -0.9
C -1.854146 -2.271008 0.770101 -1.3 0.0 -0.8
N -2.711967 -2.432843 1.769805 -1.4 -0.6 -2.0
C -2.312755 -2.171992 2.967407 -0.2 -0.1 1.5
C -1.055965 -1.758392 3.244417 1.8 1.9 0.6
H 0.797765 -1.071187 2.520513 -0.3 -0.1 -0.8
H -0.032438 -1.657292 0.010386 0.6 0.2 0.2
H -2.308364 -2.394012 -0.241393 0.7 -0.2 0.7
H -3.005324 -2.229434 3.785636 -0.5 -0.3 0.2
H -0.807616 -1.362150 4.236739 -0.1 -0.7 -0.3
C -3.444353 -0.011457 -5.364444 -2.0 0.5 0.7
C -2.210871 0.477310 -5.664434 2.0 0.9 0.1
C -1.462189 -0.118459 -6.676994 1.8 1.2 0.7
N -1.855530 -1.176130 -7.351941 0.7 0.0 -0.6
C -3.036302 -1.625613 -7.055714 -2.9 -0.9 0.2
C -3.926830 -1.060553 -6.093346 1.0 -1.8 -1.3
H -4.124205 0.453901 -4.640565 0.6 -0.1 0.0
H -1.734294 1.287351 -5.085375 -0.5 -0.3 -0.5
H -0.426126 0.271579 -6.899403 -1.3 -0.4 0.2
H -3.407866 -2.481330 -7.654894 0.3 0.4 0.4
H -4.884191 -1.562511 -5.935899 0.2 0.5 0.0
C -0.551067 2.552204 -1.434497 0.1 0.8 -1.2
C -1.289381 2.310018 -0.308401 -2.5 0.6 -0.2
C -0.712205 1.904640 0.866189 -0.4 -1.1 0.2
N 0.585347 1.719206 0.933775 2.0 0.1 -0.7
C 1.331243 1.991335 -0.185612 0.1 -0.3 0.9
C 0.818435 2.417790 -1.407992 0.3 -0.7 2.0
H -0.995339 2.921416 -2.353302 -0.3 -0.1 0.1
H -2.384582 2.480877 -0.318612 0.7 -0.2 -0.1
H -1.353861 1.537813 1.699100 0.7 0.7 -0.4
H 2.424518 1.833118 -0.120321 -0.6 0.0 0.3
H 1.528995 2.619628 -2.177374 -0.1 0.1 -0.7
```
Positions in Å, forces in eV/Å.

- Kohn-Sham gap: 9.84 eV
- Charge: 0
- E_tot: -2730.98447 hartree
- Energy relative to the best compared isomer or geometry (same formula, charge and spin): 194.9 kJ/mol

---

(3)
The following is a DFT calculation (ωB97M-V/def2-TZVPD) of 2 unconnected molecules or ions with the total composition CH6NPS2.

Structure (XYZ):
```
11
Properties=species:S:1:pos:R:3:forces:R:3
C 0.132563 -1.518438 0.058357 -0.3 -2.8 0.1
N 0.020883 0.967561 1.147525 0.1 0.7 -1.0
P -0.898767 -0.028072 0.035776 1.6 1.0 1.5
S -2.728271 -0.225360 0.650857 0.1 -0.1 -0.5
S 1.401239 1.610158 -2.147439 -1.0 0.2 0.1
H -0.216161 -2.195595 0.909961 0.6 1.1 -0.7
H -0.159634 -2.181486 -0.812841 0.5 1.0 0.6
H 1.255348 -1.429369 0.101546 -1.3 0.3 -0.2
H 1.011384 0.674614 1.311554 -1.3 0.5 -0.5
H -0.054716 1.989717 0.892927 0.3 -1.6 0.6
H 0.236133 2.336272 -2.148225 0.7 -0.3 -0.1
```
Positions in Å, forces in eV/Å.

- Kohn-Sham gap (alpha / beta): 7.59 / 5.63 eV
- Charge: 0
- E_tot: -1234.11549 hartree
- Energy relative to the best compared isomer or geometry (same formula, charge and spin): 282.0 kJ/mol

---

(4)
The following is a DFT calculation (ωB97M-V/def2-TZVPD) of a molecular structure, C4H6AgO3.

Structure (XYZ):
```
14
Properties=species:S:1:pos:R:3:forces:R:3
C -0.454408 -1.080086 0.038979 -3.2 0.9 0.4
C -2.022721 -1.248371 0.001782 1.6 -0.6 -1.6
O -1.319506 -0.243851 0.701330 1.8 0.9 0.8
Ag -1.663114 1.867011 2.218666 0.1 0.1 0.1
H 0.059809 -1.842858 0.633479 1.1 0.5 -0.5
H -2.360588 -2.073203 0.636314 -0.2 0.3 -0.3
H -2.628378 -0.866270 -0.822118 0.3 -0.4 0.1
C 2.127101 2.146003 0.724759 -2.2 -3.0 -0.8
O 1.345991 2.701979 1.365911 0.4 1.9 1.0
O 2.446289 1.242716 0.045512 2.5 1.9 0.8
C 1.043470 -0.075702 -1.070035 -1.1 -3.4 -2.2
H 1.807904 -0.832314 -0.842791 0.1 1.2 0.5
H 0.466751 -0.493712 -1.907508 -1.6 -1.2 0.2
H 1.151399 0.798656 -1.724281 0.4 0.9 1.4
```
Positions in Å, forces in eV/Å.

- Kohn-Sham gap (alpha / beta): 9.86 / 7.36 eV
- Charge: +2
- Spin multiplicity: 2
- Expectation value of S²: 0.767
- E_tot: -527.73690 hartree
- Energy relative to the best compared isomer or geometry (same formula, charge and spin): 360.6 kJ/mol

---

(5)
The following is a DFT calculation (ωB97M-V/def2-TZVPD) of a molecular structure, C39H48N3PPdSi3.

Structure (XYZ):
```
95
Properties=species:S:1:pos:R:3:forces:R:3
Pd -0.549952 0.024220 -0.617228 -0.3 0.4 0.6
C 1.464665 -2.175346 -1.644706 0.1 0.3 0.0
Si -0.294860 -2.010586 -2.430194 0.2 -0.4 -0.8
C -1.274139 -3.479131 -1.722164 0.0 0.0 0.1
C 0.210270 -2.785539 -4.134732 -0.2 -0.1 -0.1
C -1.286754 -0.512156 -2.802960 0.7 0.2 1.2
Si -0.434404 0.939966 -3.499600 -0.2 -0.1 -0.6
C -1.381655 1.436662 -5.093172 0.0 0.0 -0.1
C -0.196454 2.654810 -2.730703 -0.1 0.1 0.3
C 1.278661 0.497475 -4.198145 0.1 -0.1 0.1
Si -2.898677 -0.295386 -1.999589 -0.2 -0.3 -0.3
C -3.728830 1.391398 -2.287575 0.0 0.1 0.0
C -4.146974 -1.457073 -2.913512 -0.2 0.0 0.0
C -3.353463 -0.840195 -0.198309 0.3 -0.1 0.0
C -4.552803 -0.537397 0.451656 0.0 0.0 0.0
C -4.814954 -1.064207 1.707580 0.0 0.0 0.0
C -3.895166 -1.927278 2.284637 0.0 0.0 0.0
C -2.726733 -2.192981 1.577445 -0.3 0.2 0.0
N -2.455801 -1.645268 0.403656 -0.1 -0.4 -0.1
H 1.457662 -3.022453 -0.949214 0.0 0.0 0.0
H 1.764416 -1.286955 -1.082610 0.0 -0.1 0.0
H 2.220313 -2.366569 -2.417836 0.0 -0.1 0.0
H -1.003533 -4.381274 -2.282728 0.0 0.0 0.0
H -2.352612 -3.343390 -1.801133 0.0 0.0 0.0
H -1.048658 -3.635245 -0.666032 0.0 0.0 0.0
H 0.759579 -3.724303 -3.977949 0.0 0.0 0.0
H 0.851449 -2.123218 -4.718728 0.0 0.0 0.0
H -0.682232 -3.003362 -4.734381 0.0 0.0 0.0
H -2.368062 1.841853 -4.844664 0.0 0.0 0.0
H -1.534635 0.558682 -5.729152 0.0 0.0 0.0
H -0.842732 2.199876 -5.670491 0.0 0.0 0.0
H -1.072993 3.287553 -2.912030 0.0 0.0 0.0
H 0.674024 3.138121 -3.188005 0.0 0.0 -0.1
H -0.043878 2.598589 -1.654568 0.1 0.0 0.0
H 1.171146 -0.085850 -5.115097 0.0 0.0 0.0
H 1.872929 -0.096772 -3.498239 0.0 0.0 0.0
H 1.835275 1.410886 -4.430226 0.0 0.0 0.0
H -3.005183 2.167793 -2.542088 0.0 0.0 0.0
H -4.281465 1.734573 -1.408760 0.0 0.0 0.0
H -4.430696 1.305680 -3.121416 0.0 0.0 0.0
H -4.502662 -0.957814 -3.822173 0.0 0.0 0.0
H -5.023204 -1.708019 -2.301015 0.0 0.0 -0.1
H -3.671580 -2.389777 -3.221070 0.0 0.0 0.0
H -5.278470 0.106910 -0.032686 0.0 0.0 0.0
H -5.730369 -0.807664 2.231838 0.0 0.0 0.0
H -4.067788 -2.381293 3.253545 0.0 0.0 0.0
H -1.966290 -2.850175 1.991204 0.0 0.0 0.0
C -0.594277 -2.624354 5.498804 -0.1 0.0 0.0
C 0.617434 -3.027052 4.962771 0.1 0.0 -0.1
C 1.112949 -2.429446 3.805062 0.1 -0.1 0.1
C 0.416704 -1.412313 3.160324 0.0 0.2 -0.2
C -0.810843 -1.024569 3.712077 -0.1 0.1 0.0
C -1.310807 -1.618304 4.858701 0.1 0.0 0.0
P 0.930694 -0.499508 1.596701 -0.1 0.0 0.0
C 2.771040 -0.794327 1.671841 -0.2 0.0 0.0
C 3.218380 -2.074514 1.335512 0.0 -0.1 -0.1
C 4.568757 -2.370226 1.211416 -0.1 0.0 0.0
C 5.518847 -1.373674 1.392687 0.0 0.0 0.0
C 5.095645 -0.090681 1.711837 -0.1 0.0 0.0
C 3.741054 0.193634 1.848558 0.1 0.0 0.0
C 0.822719 1.166811 2.403968 -0.1 -0.1 -0.1
C 1.519399 1.425990 3.556856 0.0 0.0 0.1
C 1.398752 2.663322 4.219218 0.0 -0.1 0.0
C 0.547960 3.609372 3.723330 0.0 0.0 -0.1
C -0.222193 3.360624 2.559807 0.0 0.0 0.0
C -1.142332 4.326241 2.086617 0.1 0.0 0.0
C -1.909842 4.021911 0.998403 0.0 -0.1 -0.1
C -1.777936 2.778576 0.338000 0.0 0.1 0.0
C -0.875901 1.782199 0.690896 0.1 0.1 0.1
C -0.100082 2.113732 1.865177 0.1 -0.1 0.0
H -0.975860 -3.083440 6.403545 0.0 0.0 0.0
H 1.195176 -3.807084 5.446537 0.0 0.0 0.0
H 2.073347 -2.758673 3.427209 0.0 0.0 0.0
H -1.381892 -0.239505 3.227121 0.0 0.0 0.0
H -2.264366 -1.288526 5.254593 0.0 0.0 0.0
H 2.489181 -2.850879 1.128925 0.0 0.0 0.0
H 4.875068 -3.377263 0.952609 0.0 0.0 0.0
H 6.573222 -1.591583 1.265072 0.0 0.0 0.0
H 5.819474 0.705217 1.849490 0.0 0.0 0.0
H 3.439136 1.203640 2.092928 0.0 0.0 -0.1
H 2.169561 0.665354 3.976512 0.0 0.0 0.0
H 1.967492 2.850291 5.123972 0.0 0.0 0.0
H 0.432541 4.565225 4.227551 0.0 0.0 0.0
H -1.224033 5.281327 2.597138 0.0 0.0 0.0
H -2.624188 4.751393 0.624117 0.0 0.0 0.0
H -2.410386 2.624558 -0.525965 0.0 0.0 0.0
N 4.375911 2.035763 -1.274970 0.1 0.1 0.0
C 3.862123 3.138722 -0.620380 0.0 -0.1 -0.1
C 2.585499 2.795168 -0.290754 -0.1 0.0 0.0
N 2.309155 1.515934 -0.711408 0.1 0.1 0.0
C 3.395014 1.093682 -1.291317 0.0 -0.1 0.0
H 5.307664 1.925157 -1.632396 -0.1 0.0 0.0
H 4.435642 4.035280 -0.464985 0.0 0.0 0.0
H 1.840427 3.383675 0.223133 0.0 0.0 0.0
H 3.537244 0.114750 -1.723516 0.0 0.0 0.0
```
Positions in Å, forces in eV/Å.

- Kohn-Sham gap: 3.96 eV
- Charge: -2
- E_tot: -3016.94573 hartree
- Energy relative to the best compared isomer or geometry (same formula, charge and spin): 37.5 kJ/mol